#i
ORCA calculation (wB97M-V/def2-TZVPD) on 2 unconnected molecules or ions with the total composition C3H11N2.

For the LUMO energy, the calculation gives -4.1 eV. Its HOMO-LUMO gap is 0.3877 Ha.

ORCA input file:
```
! RIJCOSX wB97M-V def2-TZVPD def2/J DEFGRID3
* xyz 1 1
C -1.8105 0.3761 -0.7042
C -0.3479 -1.3729 0.4180
C -0.7447 0.0276 0.2402
N -0.1557 0.9459 0.9293
N 2.1704 0.2821 -0.2992
H -2.7485 -0.0879 -0.3900
H -1.9624 1.4494 -0.7952
H -1.5859 -0.0436 -1.6854
H -0.3170 -1.6443 1.4730
H 0.6763 -1.4782 0.0523
H -0.9964 -2.0600 -0.1182
H 0.6291 0.7136 1.5281
H -0.3742 1.9292 0.8119
H 2.5469 1.2252 -0.2567
H 2.1190 0.0511 -1.2865
H 2.9014 -0.3136 0.0826
*
```

***

#ii
ORCA calculation (wB97M-V/def2-TZVPD) on 2 unconnected molecules or ions with the total composition C3H11N2.

For the LUMO energy, the calculation gives -3.3 eV. Its HOMO-LUMO gap is 0.4382 Ha.

ORCA input file:
```
! RIJCOSX wB97M-V def2-TZVPD def2/J DEFGRID3
* xyz 1 1
C -1.5230 1.2227 -1.9801
N -0.6684 0.3807 -1.4249
H -1.9671 1.9394 -1.3552
H -1.9430 1.1388 -3.0249
H -0.4427 -0.2721 -2.1176
H 0.5955 0.8234 -0.2662
C -0.1297 -1.4671 1.1222
C 1.2332 -0.6893 1.0482
N 0.9411 0.8470 0.7344
H -0.2411 -2.0940 0.2143
H -0.4022 -2.1910 1.8918
H -1.0798 -0.8304 0.9300
H 1.6231 -0.6146 2.0650
H 1.9889 -0.8954 0.1814
H 0.2335 1.2366 1.3490
H 1.7815 1.4653 0.6327
*
```

***

Most stable to least stable, the ends of the list are #i and #ii.

***

#i
ORCA calculation (wB97M-V/def2-TZVPD) on 2 unconnected molecules or ions with the total composition H4NS.

For the LUMO energy, the calculation gives 4.8 eV. Its HOMO-LUMO gap is 0.2695 Ha.

ORCA input file:
```
! RIJCOSX wB97M-V def2-TZVPD def2/J DEFGRID3
* xyz -1 1
N -1.0122 0.0732 -1.0434
H -1.4096 -0.8400 -0.8794
H -0.0725 0.0998 -0.6463
H -1.4981 0.7388 -0.4720
S 1.9811 -0.5445 1.0815
H 2.0112 0.4728 1.9594
*
```

***

#ii
ORCA calculation (wB97M-V/def2-TZVPD) on 2 unconnected molecules or ions with the total composition H4NS.

For the LUMO energy, the calculation gives 4.9 eV. Its HOMO-LUMO gap is 0.2733 Ha.

ORCA input file:
```
! RIJCOSX wB97M-V def2-TZVPD def2/J DEFGRID3
* xyz -1 1
N -0.5410 1.9876 -0.9009
H -0.8792 1.0815 -1.2087
H -0.0049 1.7357 -0.0670
H -1.3178 2.4469 -0.4247
S 0.2964 -1.1621 0.4398
H 1.3468 -0.7339 1.1422
*
```

***

#iii
ORCA calculation (wB97M-V/def2-TZVPD) on 2 unconnected molecules or ions with the total composition H4NS.

For the LUMO energy, the calculation gives 4.2 eV. Its HOMO-LUMO gap is 0.2418 Ha.

ORCA input file:
```
! RIJCOSX wB97M-V def2-TZVPD def2/J DEFGRID3
* xyz -1 1
N -0.5180 -1.5411 1.3186
H -1.3036 -1.0827 0.8488
H 0.1786 -1.6683 0.5915
H -0.1882 -0.7380 1.8480
S 0.6244 2.1805 -1.7997
H 1.2068 2.8495 -2.8071
*
```

***

Most stable to least stable, the ends of the list are #i and #iii.